[1]
Formula: C3H7NO2
Source: the Open Molecules 2025 dataset
Level of theory: ωB97M-V with the def2-TZVPD basis set

Positions of all 13 atoms, in Å:
C -0.88873 1.52499 0.32677
C -0.30577 0.17863 -0.01237
C 1.19725 -0.01257 0.07789
O 1.75491 -0.84403 -0.90439
N -1.15124 -0.75114 -0.23300
O -0.53621 -2.00456 -0.36870
H -1.83862 1.68012 -0.18999
H -1.08381 1.56840 1.40514
H -0.20112 2.33789 0.07925
H 1.42018 -0.36577 1.10059
H 1.67997 0.96312 -0.03482
H 1.23678 -1.66161 -0.89806
H -1.28358 -2.61347 -0.34832

As for the SMILES: C/C(CO)=N/O. The value obtained for the energy is -8807.7065 eV. The HOMO energy is -9.85 eV. Its charge is 0.

***

[2]
Formula: C3H7NO2
Source: the Open Molecules 2025 dataset
Level of theory: ωB97M-V with the def2-TZVPD basis set

Positions of all 13 atoms, in Å:
O 2.11658 -0.41307 0.93568
C 1.75029 0.62136 0.41580
N 0.64361 0.70527 -0.37298
C -0.07711 -0.53200 -0.68001
C -1.21050 -0.73055 0.31607
O -2.06817 0.38927 0.29261
H 2.28503 1.58032 0.54102
H 0.46010 1.56608 -0.86818
H 0.63962 -1.35142 -0.60157
H -0.46251 -0.48480 -1.70188
H -0.78634 -0.89666 1.31889
H -1.81385 -1.60575 0.05534
H -1.47675 1.15196 0.34920

As for the SMILES: O=CNCCO. The value obtained for the energy is -8809.5133 eV. The HOMO energy is -10.04 eV. Its charge is 0.

***

[3]
Formula: C3H7NO2
Source: the Open Molecules 2025 dataset
Level of theory: ωB97M-V with the def2-TZVPD basis set

Positions of all 13 atoms, in Å:
C -1.67921 0.41365 -0.06479
C -0.37439 -0.19722 0.52094
O -0.23292 -1.60810 0.61277
C 0.77734 0.48059 -0.22875
N 1.94915 -0.22716 -0.40854
O 0.62714 1.56704 -0.75336
H -1.96256 1.24808 0.58543
H -2.51393 -0.28736 -0.11095
H -1.53017 0.86567 -1.05038
H -0.34723 0.11663 1.57097
H 0.32573 -1.94769 -0.09921
H 2.34669 -0.75518 0.35623
H 2.61436 0.33106 -0.93035

As for the SMILES: C[C@@H](O)C(N)=O. The value obtained for the energy is -8809.6577 eV. The HOMO energy is -10.00 eV. Its charge is 0.

***

[4]
Formula: C3H7NO2
Source: the Open Molecules 2025 dataset
Level of theory: ωB97M-V with the def2-TZVPD basis set

Positions of all 13 atoms, in Å:
N 0.80812 1.10276 0.84614
C 1.06896 0.42682 -0.40504
O 1.92738 0.81188 -1.16255
C 0.14984 -0.74173 -0.69827
C -1.30156 -0.54037 -0.23087
O -1.41456 -0.53391 1.16936
H 1.43450 0.73266 1.56065
H 1.07098 2.07470 0.71553
H 0.54393 -1.63887 -0.20044
H 0.20059 -0.91221 -1.77774
H -1.71684 0.38003 -0.67817
H -1.90793 -1.37795 -0.59337
H -0.86340 0.21619 1.45479

As for the SMILES: NC(=O)CCO. The value obtained for the energy is -8809.5089 eV. The HOMO energy is -10.24 eV. Its charge is 0.

***

[5]
Formula: C3H7NO2
Source: the Open Molecules 2025 dataset
Level of theory: ωB97M-V with the def2-TZVPD basis set

Positions of all 13 atoms, in Å:
C -0.82245 1.63436 0.32976
C -0.39951 0.20080 0.09756
N -1.25335 -0.70530 -0.13740
O -0.39499 -2.22521 -0.27302
C 1.16295 -0.07317 0.17710
O 1.58942 -0.87782 -0.84328
H -1.90496 1.74960 0.37075
H -0.38472 1.98221 1.27464
H -0.41893 2.26498 -0.47288
H -0.99859 -2.60757 -0.92690
H 1.27953 -0.51602 1.18432
H 1.66225 0.90925 0.15841
H 0.88155 -1.72985 -0.77682

The value obtained for the energy is -8806.5702 eV. The HOMO energy is -9.73 eV. Its charge is 0.

***

[6]
Formula: C3H7NO2
Source: the Open Molecules 2025 dataset
Level of theory: ωB97M-V with the def2-TZVPD basis set

Positions of all 13 atoms, in Å:
C 1.13007 0.84680 -1.18089
C 1.43962 0.19865 -0.02945
O 1.59393 0.76174 1.18273
C -0.91071 -0.73822 0.27813
O -1.51138 0.15468 -0.48566
N -1.82961 -1.46650 0.88838
H 1.04437 0.29064 -2.08852
H 1.05490 1.91954 -1.19305
H -0.69910 0.78137 -0.72535
H 1.58135 -0.85949 0.04146
H 1.37818 1.70720 1.17321
H -1.45654 -2.15575 1.51097
H -2.81508 -1.44066 0.62804

The value obtained for the energy is -8806.9609 eV. The HOMO energy is -8.24 eV. Its charge is 0.

***

[7]
Formula: C3H7NO2
Source: the Open Molecules 2025 dataset
Level of theory: ωB97M-V with the def2-TZVPD basis set

Positions of all 13 atoms, in Å:
C -1.26026 1.45902 0.69529
N -0.20053 0.63422 0.16225
C -0.23823 -0.72016 0.19118
O -1.16070 -1.39064 0.62825
C 1.02138 -1.38099 -0.36769
O 1.85953 -0.50089 -1.09380
H -1.66953 2.11931 -0.07730
H -2.05014 0.79589 1.05436
H -0.90191 2.07179 1.52994
H 0.65587 1.05007 -0.17459
H 0.70730 -2.25277 -0.95424
H 1.60992 -1.74985 0.47780
H 1.46044 -0.36657 -1.96283

As for the SMILES: CNC(=O)CO. The value obtained for the energy is -8809.7539 eV. The HOMO energy is -9.64 eV. Its charge is 0.

***

[8]
Formula: C3H7NO2
Source: the Open Molecules 2025 dataset
Level of theory: ωB97M-V with the def2-TZVPD basis set

Positions of all 13 atoms, in Å:
C 2.00352 0.03728 0.66088
N 1.47444 -0.26251 -0.42724
O 1.94199 -1.52409 -0.85392
H 1.72286 0.95712 1.09240
H 2.71028 -0.50445 1.20347
H 1.16167 -1.82753 -1.31272
C -1.48714 1.02164 -0.11375
C -1.55502 -0.37198 0.10489
O -1.51114 -1.05701 1.09784
H -2.45561 1.43541 -0.62156
H -1.54901 1.52588 0.80962
H -0.63616 1.33163 -0.69113
H -1.82069 -0.76138 -0.94878

As for the SMILES: C=NO.CC=O. The value obtained for the energy is -8806.3928 eV. The HOMO energy is -9.85 eV. Its charge is 0.

***

[9]
Formula: C3H7NO2
Source: the Open Molecules 2025 dataset
Level of theory: ωB97M-V with the def2-TZVPD basis set

Positions of all 13 atoms, in Å:
C 1.71258 -1.03573 0.54851
C 1.01718 0.11678 -0.14402
O -0.37851 -0.20942 -0.18038
C -1.21595 0.83188 -0.36271
N -2.50935 0.39378 -0.39401
O -0.86851 1.98473 -0.50052
H 1.57655 -1.96541 -0.01209
H 1.29441 -1.17329 1.55031
H 2.78495 -0.83881 0.64357
H 1.15082 1.06221 0.38817
H 1.37496 0.25755 -1.17060
H -3.21801 1.10423 -0.31713
H -2.72110 -0.52849 -0.04909

As for the SMILES: CCOC(N)=O. The value obtained for the energy is -8810.3873 eV. The HOMO energy is -10.41 eV. Its charge is 0.

***

[10]
Formula: C3H7NO2
Source: the Open Molecules 2025 dataset
Level of theory: ωB97M-V with the def2-TZVPD basis set

Positions of all 13 atoms, in Å:
C -1.92592 0.22527 0.51173
C -0.69856 0.94435 0.03588
O -0.49503 1.33194 -1.09452
H -1.69401 -0.53143 1.25616
H -2.61614 0.93227 0.97037
H -2.42187 -0.23947 -0.33804
H -0.12941 1.48590 0.91491
N 2.07924 -0.99900 -0.87032
C 1.32904 -0.45348 0.09287
O 0.69317 -1.03985 0.93222
H 2.19137 -0.52610 -1.75386
H 2.50930 -1.89537 -0.69837
H 1.17882 0.76497 0.04096

As for the SMILES: CC=O.NC=O. The value obtained for the energy is -8808.1940 eV. The HOMO energy is -9.83 eV. Its charge is 0.

***

[11]
Formula: C3H7NO2
Source: the Open Molecules 2025 dataset
Level of theory: ωB97M-V with the def2-TZVPD basis set

Positions of all 13 atoms, in Å:
N -0.47192 2.09036 -0.34189
C -0.99714 1.03750 -0.04140
C -1.79842 0.00846 0.19990
O -1.52300 -1.28658 -0.25899
H 0.08400 2.60233 0.33472
H -2.83998 0.21925 0.41203
H -2.29031 -1.83746 -0.06335
C 1.96570 -0.42251 -0.21339
O 1.05844 -0.39746 0.86239
H 1.53271 0.07309 -1.08994
H 2.27439 -1.43375 -0.49873
H 2.85463 0.13536 0.08393
H 0.15091 -0.78859 0.61470

As for the SMILES: N=C=CO.CO. The value obtained for the energy is -8806.7344 eV. The HOMO energy is -8.42 eV. Its charge is 0.

***

[12]
Formula: C3H7NO2
Source: the Open Molecules 2025 dataset
Level of theory: ωB97M-V with the def2-TZVPD basis set

Positions of all 13 atoms, in Å:
O 0.44033 -1.70983 0.64993
C 1.02318 -0.53852 0.52273
C 0.82389 0.03943 -0.90753
O -0.35345 0.92782 -1.05961
C -1.40745 0.78587 -0.33644
N -1.57815 -0.06656 0.66641
H -1.00786 -1.01219 0.50967
H 0.57160 0.31114 1.25419
H 2.08144 -0.43636 0.82828
H 1.64457 0.66155 -1.26172
H 0.64610 -0.79301 -1.59658
H -2.14629 1.56203 -0.54678
H -0.73791 0.26863 1.27743

The value obtained for the energy is -8805.4148 eV. The HOMO energy is -8.57 eV. Its charge is 0.

***

[13]
Formula: C3H7NO2
Source: the Open Molecules 2025 dataset
Level of theory: ωB97M-V with the def2-TZVPD basis set

Positions of all 13 atoms, in Å:
C -0.25373 1.85118 1.21677
N 0.25864 0.49988 1.38287
C 0.24440 -0.32533 0.42750
O 0.71241 -1.59041 0.55204
O -0.21676 -0.09054 -0.81156
C -0.15064 -1.14828 -1.76784
H 0.43030 2.56664 1.68632
H -1.21129 1.96473 1.73848
H -0.40904 2.17655 0.18128
H 1.02280 -1.69162 1.46322
H 0.88091 -1.47055 -1.93488
H -0.56453 -0.73220 -2.68622
H -0.74347 -2.01003 -1.44799

As for the SMILES: C/N=C(/O)OC. The value obtained for the energy is -8809.0483 eV. The HOMO energy is -9.28 eV. Its charge is 0.

***

[14]
Formula: C3H7NO2
Source: the Open Molecules 2025 dataset
Level of theory: ωB97M-V with the def2-TZVPD basis set

Positions of all 13 atoms, in Å:
O 1.58392 -1.42099 0.01656
C 0.41406 -1.76671 0.09940
N -0.64284 -0.96754 -0.15665
C -0.50675 0.39192 -0.67605
C -0.06242 1.41476 0.36729
O 1.28514 1.29758 0.73860
H 0.12498 -2.78925 0.39691
H -1.56523 -1.34459 -0.00449
H 0.21912 0.37897 -1.49728
H -1.48040 0.67626 -1.08787
H -0.19910 2.41728 -0.05979
H -0.73329 1.33963 1.24071
H 1.56280 0.37269 0.62266

As for the SMILES: O=CNCCO. The value obtained for the energy is -8809.6418 eV. The HOMO energy is -9.97 eV. Its charge is 0.

***

[15]
Formula: C3H7NO2
Source: the Open Molecules 2025 dataset
Level of theory: ωB97M-V with the def2-TZVPD basis set

Positions of all 13 atoms, in Å:
O -1.10028 0.76814 -2.30454
C -0.46820 0.71631 -1.31486
C 0.34355 1.11928 -0.33650
C 1.26167 0.37286 0.59100
O 0.71383 -0.81463 1.14807
H 0.60838 2.16262 -0.48048
H 2.18647 0.11865 0.04898
H 1.54244 1.06101 1.40213
H 1.44949 -1.28906 1.55346
N -1.50412 -0.93773 -0.25039
H -1.00094 -1.75643 0.06208
H -2.39119 -1.18301 -0.67522
H -1.64112 -0.33801 0.55628

As for the SMILES: O=C=CCO.N. The value obtained for the energy is -8807.8476 eV. The HOMO energy is -8.15 eV. Its charge is 0.

***

[16]
Formula: C3H7NO2
Source: the Open Molecules 2025 dataset
Level of theory: ωB97M-V with the def2-TZVPD basis set

Positions of all 13 atoms, in Å:
C 1.61684 -0.78680 -0.11363
C -0.02185 -0.41714 0.55999
O -0.66075 0.01805 1.79343
C -0.50700 0.34708 -0.63057
N -1.55975 1.19865 -0.54847
O 0.12750 0.24307 -1.66581
H 1.48303 -1.80552 -0.50936
H 2.30620 -0.75605 0.70757
H 2.09820 -0.26225 -0.97727
H -0.36898 -1.44563 0.57917
H -0.46580 0.91662 2.09281
H -2.28560 1.09627 0.13937
H -1.76204 1.65365 -1.42722

As for the SMILES: C[C@@H](O)C(N)=O. The value obtained for the energy is -8807.9191 eV. The HOMO energy is -9.62 eV. Its charge is 0.

***

[17]
Formula: C3H7NO2
Source: the Open Molecules 2025 dataset
Level of theory: ωB97M-V with the def2-TZVPD basis set

Positions of all 13 atoms, in Å:
N -1.41842 -1.53769 -1.35526
C -0.48210 -0.59747 -1.23387
O -0.86080 0.18216 -0.20366
C 0.08315 1.21039 0.12756
C 1.30030 0.58766 0.78701
O 0.93373 -0.19646 1.90115
H -1.32020 -2.23464 -2.07457
H -2.24501 -1.57420 -0.76312
H -0.44474 1.86694 0.82416
H 0.35808 1.76651 -0.77447
H 1.83905 -0.00762 0.03546
H 1.96993 1.37177 1.15391
H 0.28703 -0.83736 1.57568

The value obtained for the energy is -8807.8511 eV. The HOMO energy is -8.98 eV. Its charge is 0.

***

[18]
Formula: C3H7NO2
Source: the Open Molecules 2025 dataset
Level of theory: ωB97M-V with the def2-TZVPD basis set

Positions of all 13 atoms, in Å:
C 1.26138 -0.34045 -1.09960
C 0.34643 0.50296 -0.20009
O -0.67193 1.23612 -0.86339
C -0.22302 -0.39788 0.90183
N -1.49610 -0.09802 1.31162
O 0.38842 -1.36058 1.32456
H 2.27279 -0.34847 -0.68363
H 1.30445 0.07609 -2.10888
H 0.93405 -1.38282 -1.14445
H 0.95456 1.27852 0.28050
H -1.41064 0.64179 -1.04968
H -1.83192 0.85147 1.24788
H -1.82847 -0.65872 2.08332

As for the SMILES: C[C@@H](O)C(N)=O. The value obtained for the energy is -8809.9463 eV. The HOMO energy is -9.85 eV. Its charge is 0.

***

The records above yield lowest unoccupied orbital energy values of 0.846; 0.707; 0.711; 0.739; 0.311; 0.913; 0.681; 0.979; 0.921; 0.925; 0.410; -0.420; 0.837; 0.685; 0.647; 0.652; 0.989; 0.747 eV, respectively.
The records above yield ΔE to the lowest compared entry with this formula, charge and spin values of 2.822; 1.016; 0.871; 1.020; 3.959; 3.568; 0.775; 4.136; 0.142; 2.335; 3.794; 5.114; 1.481; 0.887; 2.681; 2.610; 2.678; 0.583 eV, respectively.
The records above yield gap between HOMO and LUMO values of 10.70; 10.75; 10.72; 10.98; 10.04; 9.16; 10.32; 10.83; 11.33; 10.75; 8.83; 8.15; 10.12; 10.65; 8.79; 10.27; 9.96; 10.60 eV, respectively.